[1]
Molecular formula: H3IP2S2
Method: DFT, the ωB97M-V functional and the def2-TZVPD basis

Results
SMILES ... SP1#S#[PH]1.I
Maximum force ... 0.8 eV Å⁻¹
M ... 256.010 g mol⁻¹
Charge ... 0
ΔE to the lowest compared entry with this formula, charge and spin ... 12.5 kcal/mol
Frontier orbital gap ... 0.3480 Ha
E ... -48397.727 eV

Cartesian coordinates (Å):
S -1.7524 -2.0565 -0.7942
P -0.4668 -0.5622 -0.0384
S 1.5138 -1.1917 -0.5107
P 0.5048 0.1120 -1.8545
H -2.3227 -2.2560 0.3901
H 0.9423 1.3186 -1.2744
I 0.2065 2.1069 2.5221
H 1.3744 2.5289 1.5601

Here are the Mulliken charges for atoms 1 to 6, given in e:
1. S -0.29
2. P 0.25
3. S -0.17
4. P 0.01
5. H 0.14
6. H 0.05

[2]
Molecular formula: H3N2O
Method: DFT, the ωB97M-V functional and the def2-TZVPD basis

Results
Maximum force ... 4.8 eV Å⁻¹
M ... 47.037 g mol⁻¹
Charge ... -1
ΔE to the lowest compared entry with this formula, charge and spin ... 3.9 kcal/mol
Frontier orbital gap (spin up / spin down) ... 0.2570 / 0.2570 Ha
E ... -5075.125 eV

Cartesian coordinates (Å):
N -3.2686 -0.1927 0.0061
N -2.3706 0.5009 0.1013
O 0.9200 0.8643 0.0383
H 0.2002 1.2747 0.3791
H -0.9698 0.3355 -1.3547
H 0.5168 0.5884 -0.7976

Mulliken atomic charges, in units of e:
1. N -0.25
2. N -0.08
3. O -1.28
4. H 0.50
5. H 0.15
6. H -0.04

[3]
Molecular formula: H3N2O2
Method: DFT, the ωB97M-V functional and the def2-TZVPD basis

Results
Maximum force ... 5.4 eV Å⁻¹
M ... 63.036 g mol⁻¹
Charge ... -1
ΔE to the lowest compared entry with this formula, charge and spin ... 14.1 kcal/mol
Frontier orbital gap (spin up / spin down) ... 0.2143 / 0.3231 Ha
Multiplicity ... 3
E ... -7117.735 eV
<S²> ... 2.01

Cartesian coordinates (Å):
N 0.5544 0.0025 1.3908
N -0.2029 -0.2540 -1.2102
O -1.2623 0.4513 -1.4248
O 0.7513 0.0537 -0.4580
H 1.0317 0.8857 1.5668
H -0.4399 0.2365 1.3919
H -0.4323 -1.3757 -1.2566

Here are the Mulliken charges for atoms 1 to 6, given in e:
1. N -0.60
2. N 0.15
3. O -0.60
4. O -0.53
5. H 0.18
6. H 0.22

[4]
Molecular formula: H3N2OP
Method: DFT, the ωB97M-V functional and the def2-TZVPD basis

Results
Maximum force ... 3.9 eV Å⁻¹
M ... 78.011 g mol⁻¹
Charge ... 0
ΔE to the lowest compared entry with this formula, charge and spin ... 53.3 kcal/mol
Frontier orbital gap ... 0.3677 Ha
E ... -14362.256 eV

Cartesian coordinates (Å):
N -0.1897 0.4780 0.1424
N -1.7633 -0.6087 0.1138
O 2.2462 0.7431 -0.0043
P 1.0704 -0.4230 -0.1730
H -2.4136 -0.1420 -0.5305
H -1.3055 -1.3476 -0.3626
H 2.3555 1.3002 0.8142

Here are the Mulliken charges for atoms 1 to 6, given in e:
1. N -0.24
2. N -0.45
3. O -0.51
4. P 0.34
5. H 0.25
6. H 0.25

[5]
Molecular formula: H3N2OS
Method: DFT, the ωB97M-V functional and the def2-TZVPD basis

Results
Maximum force ... 3.7 eV Å⁻¹
M ... 79.104 g mol⁻¹
Charge ... -1
ΔE to the lowest compared entry with this formula, charge and spin ... 44.4 kcal/mol
Frontier orbital gap ... 0.1649 Ha
E ... -15909.395 eV

Cartesian coordinates (Å):
N 1.5819 -1.0126 -0.0261
N 2.8512 -0.8695 0.2198
O 0.9464 -0.7750 -1.0291
S -5.5655 1.9453 0.1111
H 1.1852 -1.4190 0.8557
H 3.3945 -0.3552 -0.5459
H -4.3936 2.4860 0.4146

Here are the Mulliken charges for atoms 1 to 6, given in e:
1. N 0.51
2. N -0.55
3. O -0.50
4. S -0.92
5. H 0.29
6. H 0.25

[6]
Molecular formula: H3N2PS
Method: DFT, the ωB97M-V functional and the def2-TZVPD basis

Results
Maximum force ... 4.8 eV Å⁻¹
M ... 94.079 g mol⁻¹
Charge ... 0
ΔE to the lowest compared entry with this formula, charge and spin ... 43.7 kcal/mol
Frontier orbital gap (spin up / spin down) ... 0.2240 / 0.2180 Ha
E ... -23149.327 eV

Cartesian coordinates (Å):
N -0.9302 1.0110 -0.2574
N -0.9520 -0.2818 -0.1897
P 2.5435 0.7489 0.0360
S 1.9605 -1.1000 0.1119
H -1.2921 -0.9132 -1.0220
H -0.6296 -0.6884 0.6305
H -0.7000 1.2236 0.6907

Here are the Mulliken charges for atoms 1 to 6, given in e:
1. N -0.50
2. N -0.08
3. P 0.14
4. S -0.19
5. H 0.23
6. H 0.21